DFT (the ωB97M-V functional and the def2-TZVPD basis) results for C7H15N2O2 as an isolated structure.

Cartesian coordinates (Å):
C: -1.46366 0.91160 -1.60587
C: -2.12627 -0.30964 -0.96321
C: -0.01414 0.59390 -1.87244
C: -1.43971 -0.72872 0.34011
C: 0.79214 0.08472 -0.70085
C: -0.03807 -1.03048 0.04419
C: 1.59266 0.47122 1.53027
N: 1.17739 1.07995 0.29888
N: 0.78688 -1.20388 1.20572
O: 0.87225 0.91187 2.47123
O: 2.85558 0.34291 1.93767
H: -1.97685 1.07232 -2.65087
H: -1.43094 1.79246 -1.01440
H: -3.12606 -0.06965 -0.77083
H: -2.17994 -1.24474 -1.52609
H: 0.08418 -0.09694 -2.77311
H: 0.52568 1.38562 -2.44882
H: -1.63976 0.09836 1.00889
H: -2.07153 -1.60475 0.70828
H: 1.74728 -0.54211 -0.83402
H: -0.05432 -1.91439 -0.60848
H: 0.55174 1.90774 0.44261
H: 0.30209 -1.35216 2.08021
H: 1.37227 -1.93832 1.06300
H: 1.31517 0.83540 3.37135
H: 3.58597 0.54770 1.26660

Calculated values
charge	+1
LUMO level	-2.968	eV
molecular weight	159.21	g/mol
E_tot	-14570.0744	eV
HOMO-LUMO gap	10.781	eV
energy above the lowest of the compared OMol25 structures with the same formula, charge and spin	103.6	kJ/mol

DFT (the ωB97M-V functional and the def2-TZVPD basis) results for one molecule with the formula C24H39N5O6.

Cartesian coordinates (Å):
C: -5.40505 -2.44747 -1.41128
C: -5.08264 -1.31990 -0.43838
C: -3.91271 -0.47688 -0.94149
C: -3.64962 0.76585 -0.08966
C: -3.14104 0.45196 1.31754
N: -1.83756 -0.20391 1.33537
C: -1.78406 -1.49955 1.72594
O: -2.77941 -2.18105 1.87021
C: -0.40355 -2.10803 1.95589
C: -0.26857 -3.37915 1.10173
C: -0.02361 -2.93958 -0.31385
O: -0.77665 -2.27357 -0.97555
O: 1.19438 -3.31424 -0.73697
C: 1.65225 -2.76141 -1.96886
C: 2.36212 -1.42566 -1.71495
O: 1.93532 -0.40261 -2.23338
N: 3.42719 -1.43855 -0.90658
C: 3.98427 -2.58252 -0.21772
C: 3.79544 -2.43066 1.29377
C: 4.41468 -1.12138 1.77652
C: 3.83136 0.04337 0.98226
C: 4.05203 -0.18838 -0.51087
C: -0.70876 0.66427 1.31051
C: -0.12482 1.04697 0.11869
N: -0.54686 0.56297 -1.07072
N: 0.88333 1.98494 0.11277
C: 1.34319 2.58254 -1.13511
C: 0.27596 3.47619 -1.76891
C: -0.15722 4.60864 -0.83967
C: -1.14501 5.54434 -1.52456
C: 1.41514 2.50587 1.28151
O: 2.33788 3.29072 1.28680
N: 0.84814 2.04548 2.43475
C: -0.23593 1.16916 2.56741
O: -0.65229 0.88070 3.67163
H: -5.68696 -2.04998 -2.38504
H: -6.22645 -3.05380 -1.03680
H: -4.53654 -3.08914 -1.54137
H: -5.96388 -0.68640 -0.30840
H: -4.82437 -1.75367 0.52745
H: -4.12065 -0.15424 -1.96534
H: -3.02450 -1.10966 -0.96703
H: -4.57917 1.33024 0.01569
H: -2.92753 1.40923 -0.59667
H: -3.06080 1.37705 1.89637
H: -3.83752 -0.21733 1.82457
H: 0.39402 -1.39799 1.73549
H: -0.35169 -2.37506 3.01255
H: 0.55181 -4.01089 1.44000
H: -1.21322 -3.92359 1.16299
H: 2.31904 -3.49261 -2.42947
H: 0.79984 -2.56464 -2.62688
H: 3.51992 -3.50443 -0.55908
H: 5.05587 -2.62188 -0.44794
H: 4.25492 -3.28090 1.79894
H: 2.72801 -2.43728 1.52074
H: 4.21871 -0.98613 2.84075
H: 5.49732 -1.15374 1.63487
H: 4.28843 0.98777 1.27658
H: 2.75894 0.11515 1.17776
H: 3.61814 0.61669 -1.10302
H: 5.12351 -0.25075 -0.72633
H: 0.12714 0.52266 -1.82367
H: -1.13642 -0.25833 -1.00900
H: 2.21483 3.18407 -0.86743
H: 1.65447 1.79955 -1.82942
H: -0.59588 2.88053 -2.04426
H: 0.69724 3.89787 -2.68318
H: 0.72218 5.17123 -0.52007
H: -0.62324 4.18889 0.05512
H: -2.03370 4.99958 -1.83619
H: -1.44942 6.33903 -0.84822
H: -0.69449 5.99706 -2.40502
H: 1.22474 2.42640 3.29519

Calculated values
charge	0
LUMO level	0.513	eV
molecular weight	493.60	g/mol
E_tot	-45260.6084	eV
HOMO-LUMO gap	8.914	eV
SMILES	CCCCCN(C(=O)CCC(=O)OCC(=O)N1CCCCC1)c1c(N)n(CCCC)c(=O)[nH]c1=O
energy above the lowest of the compared OMol25 structures with the same formula, charge and spin	0.0	kJ/mol

DFT (the ωB97M-V functional and the def2-TZVPD basis) results for a 4-piece molecular cluster, C23H34N5O3 overall.

Cartesian coordinates (Å):
C: -0.72522 -4.59888 -2.79527
C: -2.08400 -4.03089 -2.48067
O: -1.92882 -2.86237 -1.69708
C: -3.10258 -2.09253 -1.57725
C: -2.74886 -0.73622 -1.03635
O: -2.10122 0.14536 -1.93568
C: -2.84874 0.57827 -3.05522
C: -2.06890 0.19035 -4.29147
O: -0.70129 0.49927 -4.04908
C: 0.08503 -0.49455 -3.52334
N: 0.66304 0.02655 -2.25436
C: 0.92937 1.32573 -2.09885
C: 1.46929 1.76322 -0.89638
C: 1.73163 0.83411 0.08705
C: 1.43028 -0.48259 -0.19337
N: 0.89496 -0.88625 -1.33015
H: -0.83400 -5.47847 -3.42372
H: -0.13851 -3.87495 -3.35853
H: -0.18432 -4.86473 -1.89323
H: -2.61309 -3.79704 -3.41078
H: -2.69421 -4.76407 -1.94666
H: -3.80743 -2.55923 -0.88147
H: -3.61761 -2.02573 -2.54142
H: -2.05911 -0.86713 -0.20593
H: -3.64764 -0.26570 -0.63002
H: -3.84545 0.13927 -3.06991
H: -2.94629 1.66297 -3.02614
H: -2.38483 0.79563 -5.13663
H: -2.20977 -0.85301 -4.57057
H: -0.43097 -1.40883 -3.24211
H: 0.91094 -0.72953 -4.19429
H: 0.69275 1.99343 -2.90964
H: 1.68396 2.81077 -0.75255
H: 2.18127 1.11131 1.02692
H: 1.64038 -1.26185 0.52208
N: -0.38954 0.66426 3.92634
C: 0.27264 -0.49198 3.62893
C: 0.37432 -0.57127 2.26507
C: -0.25391 0.58289 1.72345
C: -0.71722 1.32279 2.77739
H: -0.60225 0.98410 4.85411
H: 0.61744 -1.15294 4.40484
H: 0.84158 -1.36884 1.71441
H: -0.35581 0.83770 0.67925
H: -1.24341 2.26118 2.80634
N: -1.01750 4.70576 0.98064
C: 0.28751 4.42404 1.29399
C: 0.93887 5.61424 1.47535
C: -0.00869 6.65367 1.26667
C: -1.20437 6.06235 0.96409
H: -1.72908 4.02513 0.79113
H: 0.63470 3.40713 1.36388
H: 1.97801 5.72990 1.73350
H: 0.16878 7.71330 1.33457
H: -2.16735 6.48850 0.74243
N: 2.83178 -2.30927 3.21371
C: 3.33175 -3.12063 4.19260
C: 4.64491 -2.78710 4.38312
C: 4.94789 -1.73379 3.48340
C: 3.81242 -1.45167 2.77233
H: 1.88856 -2.34439 2.87950
H: 2.71397 -3.86202 4.66884
H: 5.31641 -3.24554 5.08823
H: 5.89704 -1.23681 3.37259
H: 3.60046 -0.74232 1.99141

Calculated values
charge	+1
LUMO level	-4.075	eV
molecular weight	428.56	g/mol
E_tot	-37985.5061	eV
HOMO-LUMO gap	6.348	eV

Q: Which of these has the highest HOMO-LUMO gap?
A: C7H15N2O2

Q: Which of these has the lowest molecular weight?
A: C7H15N2O2

Q: Look up the E_tot of the third one.
A: -37985.5061 eV